# C4H6N2

The molecule C4H6N2 (the ωB97M-V functional and the def2-TZVPD basis, OMol25).

Summary:
- charge = 0
- energy relative to the best compared isomer or geometry (same formula, charge and spin) (kJ/mol) = 573.26
- HOMO level (alpha / beta) (eV) = -7.3 / -7.4
- Kohn-Sham gap (alpha / beta) (Eh) = 0.2726 / 0.2728

Each line ends with the natural charge from an NBO analysis.
CARTESIAN COORDINATES (ANGSTROEM)
1 C -1.426 -0.997 0.255  -0.349
2 C -0.136 -1.070 0.195  -0.234
3 C 1.951 0.102 0.059  -0.143
4 C -1.170 1.505 -0.059  -0.042
5 N 0.043 1.310 0.388  -0.336
6 N 0.661 0.182 0.196  -0.067
7 H -2.237 -1.680 0.214  0.198
8 H 0.559 -1.903 0.225  0.188
9 H 2.533 0.997 -0.048  0.207
10 H 2.434 -0.855 0.086  0.195
11 H -1.484 1.173 -1.038  0.186
12 H -1.791 2.200 0.481  0.196

***

# C4H6N2

A structure of composition C4H6N2 (the ωB97M-V functional and the def2-TZVPD basis, OMol25).

Summary:
- charge = 0
- energy relative to the best compared isomer or geometry (same formula, charge and spin) (kJ/mol) = 393.85
- HOMO level (eV) = -9.6
- Kohn-Sham gap (Eh) = 0.3795

Each line ends with the natural charge from an NBO analysis.
CARTESIAN COORDINATES (ANGSTROEM)
1 C 1.398 -0.246 0.200  -0.598
2 C -0.034 0.281 0.196  -0.030
3 C -1.046 -0.647 -0.323  -0.301
4 N -0.907 -0.115 1.250  -0.582
5 C -0.127 1.650 -0.361  0.263
6 N -0.183 2.697 -0.849  -0.311
7 H 1.766 -0.301 -0.831  0.221
8 H 1.406 -1.245 0.646  0.228
9 H 2.066 0.402 0.772  0.229
10 H -1.790 -0.190 -0.976  0.235
11 H -0.732 -1.662 -0.523  0.227
12 H -1.816 -0.624 0.799  0.418

***

# C4H6N2

A structure of composition C4H6N2 (the ωB97M-V functional and the def2-TZVPD basis, OMol25).

Summary:
- charge = 0
- energy relative to the best compared isomer or geometry (same formula, charge and spin) (kJ/mol) = 640.36
- HOMO level (eV) = -9.0
- Kohn-Sham gap (Eh) = 0.3490

Each line ends with the natural charge from an NBO analysis.
CARTESIAN COORDINATES (ANGSTROEM)
1 N 0.648 1.031 1.068  -0.826
2 C 0.284 0.272 -0.083  -0.127
3 C -0.861 0.819 -0.813  -0.191
4 C -0.860 -0.656 0.424  -0.605
5 C 1.357 -0.444 -0.802  0.258
6 N 2.173 -1.001 -1.409  -0.309
7 H 1.428 0.700 1.612  0.385
8 H 0.540 2.029 0.984  0.398
9 H -0.965 0.266 -1.754  0.138
10 H -1.466 -1.298 -0.531  0.288
11 H -1.618 -0.117 0.983  0.297
12 H -0.845 -1.768 0.267  0.294